Entry 1:
A single C3H7NO molecule in a non-equilibrium geometry, computed with the ωB97M-V functional and the def2-TZVPD basis.

Cartesian coordinates (Å):
O: 1.38 -0.84 0.06
C: 1.00 0.48 -0.04
C: -0.48 0.66 0.02
C: -1.36 -0.47 -0.52
N: -1.06 -0.41 0.94
H: 2.32 -0.90 0.05
H: 1.44 1.10 -0.86
H: 1.30 1.14 0.87
H: -0.96 1.67 0.27
H: -2.48 -0.32 -0.59
H: -1.02 -1.26 -1.20
H: -0.08 -0.87 1.00

Calculated values
Frontier orbital gap, eV: 10.0
Energy relative to the best compared isomer or geometry (same formula, charge and spin), kJ/mol: 310.1
Spin multiplicity: 1

***

Entry 2:
3 unconnected molecules or ions with the total composition C5H15NO2 in a non-equilibrium geometry, computed with the ωB97M-V functional and the def2-TZVPD basis.

Cartesian coordinates (Å):
C: -2.32 -0.39 -1.55
C: -1.38 -0.46 -0.33
N: 1.46 0.53 0.26
C: 0.33 1.32 0.22
C: -0.95 0.90 -0.01
C: 0.64 2.78 0.51
H: -3.15 0.30 -1.41
H: -2.68 -1.39 -1.82
H: -1.78 0.04 -2.39
H: -1.84 -0.81 0.65
H: -0.54 -1.14 -0.53
H: 2.32 1.08 0.19
H: 1.72 -0.31 -0.30
H: -1.77 1.59 0.22
H: 1.24 2.82 1.42
H: -0.24 3.41 0.70
H: 1.18 3.16 -0.35
H: 0.88 -2.68 -1.48
H: 0.52 -2.91 -0.06
O: 1.26 -2.59 -0.60
H: 1.09 -1.62 2.76
H: 2.02 -1.92 1.49
O: 1.99 -1.70 2.42

Calculated values
Frontier orbital gap (alpha / beta), eV: 11.2 / 7.4
Net charge: +1
Energy relative to the best compared isomer or geometry (same formula, charge and spin), kJ/mol: 63.8
Spin multiplicity: 2

***

Entry 3:
A molecular structure, C10H15IN in a non-equilibrium geometry, computed with the ωB97M-V functional and the def2-TZVPD basis.

Cartesian coordinates (Å):
C: 0.56 -1.20 -2.88
C: 0.06 -1.07 1.76
C: 0.48 -1.50 0.55
C: -0.08 0.39 2.11
C: 0.46 1.40 1.07
C: 0.79 -0.50 -0.48
C: 0.11 0.85 -0.34
C: 0.40 -2.92 0.19
C: -1.42 0.67 -0.56
C: 0.50 1.83 -1.38
N: 0.70 -1.01 -1.77
I: 3.12 -0.35 -0.55
H: 0.73 -1.48 -3.92
H: 0.09 -1.86 2.55
H: -1.15 0.43 2.29
H: 0.46 0.62 3.10
H: 0.12 2.39 1.28
H: 1.50 1.39 1.11
H: -0.62 -3.08 0.01
H: 0.75 -3.51 1.08
H: 1.13 -3.30 -0.49
H: -1.66 0.51 -1.57
H: -1.82 1.70 -0.42
H: -1.83 -0.01 0.14
H: 0.24 1.26 -2.36
H: 1.61 2.02 -1.47
H: -0.02 2.67 -1.30

Calculated values
Frontier orbital gap, eV: 7.5
Net charge: +1
Energy relative to the best compared isomer or geometry (same formula, charge and spin), kJ/mol: 49.7
Spin multiplicity: 1

***

Entry 4:
3 unconnected molecules or ions with the total composition C23H52ClFNO7PSi in a non-equilibrium geometry, computed with the ωB97M-V functional and the def2-TZVPD basis.

Cartesian coordinates (Å):
C: -0.88 1.87 5.22
C: 0.14 0.99 4.26
C: -0.12 1.38 2.69
C: 0.03 0.07 1.65
O: -0.69 0.38 0.46
P: 0.12 0.18 -1.05
C: 0.56 -1.69 -0.71
C: -0.76 -2.60 -0.37
F: -1.89 -2.45 -1.31
C: -1.63 0.67 -1.78
C: -1.84 2.29 -1.68
C: -3.18 2.88 -2.42
C: -4.57 2.43 -1.64
C: -5.09 3.63 -0.60
N: -5.83 2.90 0.53
C: 1.50 1.42 -0.69
Cl: 1.90 2.67 -1.99
C: 2.97 0.74 -0.29
C: 3.67 1.75 0.84
Si: 0.69 -0.20 -3.12
C: 2.56 -0.50 -3.42
C: -0.21 -1.77 -3.92
C: 0.15 1.18 -4.42
H: -1.84 1.27 5.54
H: -1.28 2.81 4.61
H: -0.28 2.29 6.16
H: 0.02 -0.18 4.43
H: 1.23 1.34 4.55
H: 0.54 2.29 2.32
H: -1.25 1.73 2.59
H: 1.16 -0.16 1.60
H: -0.53 -0.81 2.22
H: 1.19 -2.16 -1.61
H: 1.32 -1.82 0.20
H: -1.14 -2.36 0.71
H: -0.44 -3.75 -0.39
H: -2.42 0.19 -1.02
H: -1.86 0.18 -2.81
H: -1.96 2.54 -0.52
H: -0.92 2.94 -2.04
H: -3.18 2.68 -3.57
H: -3.12 4.07 -2.29
H: -5.38 2.22 -2.46
H: -4.32 1.52 -0.94
H: -4.21 4.21 -0.09
H: -5.79 4.41 -1.14
H: -5.10 2.31 1.03
H: -6.46 2.23 0.01
H: 1.24 2.10 0.26
H: 3.72 0.72 -1.19
H: 2.87 -0.29 0.25
H: 3.25 2.85 0.65
H: 4.83 1.74 0.66
H: 3.41 1.38 1.94
H: 3.15 0.53 -3.58
H: 3.11 -1.07 -2.55
H: 2.71 -1.11 -4.42
H: 0.17 -1.81 -5.05
H: -1.38 -1.66 -3.88
H: 0.17 -2.78 -3.43
H: -0.11 2.20 -3.92
H: -0.79 0.86 -5.06
H: 1.04 1.30 -5.20
C: 5.98 -4.32 -8.41
O: 5.44 -4.08 -7.10
C: 4.14 -4.43 -6.97
O: 3.42 -4.90 -7.84
O: 3.76 -4.15 -5.69
C: 2.40 -4.46 -5.40
H: 7.03 -4.01 -8.40
H: 5.94 -5.39 -8.65
H: 5.45 -3.73 -9.16
H: 2.21 -5.53 -5.53
H: 1.73 -3.87 -6.03
H: 2.21 -4.20 -4.36
C: -1.46 -1.85 8.13
O: -1.20 -0.47 8.34
C: -1.56 -0.01 9.57
O: -2.07 -0.68 10.46
O: -1.26 1.31 9.63
C: -1.59 1.93 10.88
H: -1.13 -2.11 7.12
H: -0.89 -2.46 8.84
H: -2.53 -2.06 8.21
H: -1.03 1.47 11.70
H: -2.67 1.87 11.06
H: -1.31 2.98 10.81

Calculated values
Frontier orbital gap, eV: 8.5
Energy relative to the best compared isomer or geometry (same formula, charge and spin), kJ/mol: 792.8
Spin multiplicity: 1

***

Entry 5:
A single C6H9IN2 molecule in a non-equilibrium geometry, computed with the ωB97M-V functional and the def2-TZVPD basis.

Cartesian coordinates (Å):
C: 2.08 -0.88 -0.06
C: 0.77 -0.98 0.63
C: 0.36 -2.06 1.48
N: -0.81 -1.81 2.03
N: -1.17 -0.61 1.62
C: -0.23 -0.05 0.76
C: -0.44 1.22 0.04
C: -1.81 1.36 -0.60
I: -0.25 2.98 1.54
H: 1.92 -0.30 -0.95
H: 2.94 -0.55 0.68
H: 2.43 -1.94 -0.31
H: 0.80 -2.93 1.69
H: -1.91 -0.07 1.94
H: 0.45 1.63 -0.59
H: -2.64 1.72 0.11
H: -2.04 0.28 -0.95
H: -1.62 2.00 -1.56

Calculated values
Frontier orbital gap, eV: 8.8
Energy relative to the best compared isomer or geometry (same formula, charge and spin), kJ/mol: 5.9
Spin multiplicity: 1

***

Entry 6:
2 unconnected molecules or ions with the total composition C6H6F3O3S in a non-equilibrium geometry, computed with the ωB97M-V functional and the def2-TZVPD basis.

Cartesian coordinates (Å):
C: -0.35 1.34 0.28
C: -1.97 -1.67 -0.92
C: 0.66 2.15 1.25
C: -0.60 -0.99 -0.92
C: -0.17 -0.09 0.23
C: 1.93 -0.22 -0.40
O: -2.26 -2.30 -1.93
O: -1.28 1.81 -0.36
O: -2.73 -1.66 0.16
F: 2.91 0.45 0.31
F: 2.20 0.09 -1.70
F: 2.22 -1.50 -0.16
S: -0.34 -0.82 1.76
H: 0.04 2.65 2.09
H: 1.05 2.91 0.53
H: 1.45 1.62 1.60
H: 0.01 -1.97 -0.81
H: -0.36 -0.67 -1.91
H: -2.42 -1.13 0.90

Calculated values
Frontier orbital gap, eV: 7.9
Net charge: -1
Spin multiplicity: 1

***

Entry 7:
2 unconnected molecules or ions with the total composition C4H10O, computed with the ωB97M-V functional and the def2-TZVPD basis.

Cartesian coordinates (Å):
C: -1.06 -0.32 -0.98
C: 0.07 0.22 -0.52
C: 0.07 1.52 0.23
C: 1.41 -0.42 -0.78
H: -1.06 -1.27 -1.52
H: -2.03 0.12 -0.78
H: 0.67 1.49 1.15
H: -0.94 1.85 0.49
H: 0.52 2.28 -0.42
H: 1.96 0.20 -1.50
H: 2.03 -0.50 0.13
H: 1.30 -1.43 -1.20
O: -0.88 -1.66 1.64
H: -0.49 -1.10 0.96
H: -1.56 -1.09 2.01

Calculated values
Frontier orbital gap, eV: 10.5
Energy relative to the best compared isomer or geometry (same formula, charge and spin), kJ/mol: 70.6
Spin multiplicity: 1

***

Entry 8:
2 unconnected molecules or ions with the total composition C6H9N2O2, computed with the ωB97M-V functional and the def2-TZVPD basis.

Cartesian coordinates (Å):
C: -0.10 -0.08 3.95
C: 1.32 1.44 1.03
C: -0.22 -0.04 1.35
C: 0.28 0.37 2.57
N: 0.44 0.65 0.39
N: 1.26 1.32 2.35
H: 0.38 0.55 -0.64
H: 1.95 2.16 0.53
H: -0.99 -0.77 1.17
H: -1.19 -0.15 4.03
H: 0.22 0.66 4.69
H: 0.32 -1.05 4.22
C: -0.52 -0.88 -4.30
C: -0.53 -0.57 -2.80
O: 0.56 -0.11 -2.33
O: -1.60 -0.75 -2.18
H: 0.47 -1.17 -4.65
H: -0.79 0.06 -4.81
H: -1.25 -1.65 -4.57

Calculated values
Frontier orbital gap (alpha / beta), eV: 1.8 / 7.5
Net charge: -2
Energy relative to the best compared isomer or geometry (same formula, charge and spin), kJ/mol: 14.1
Spin multiplicity: 2

***

Entry 9:
5 unconnected molecules or ions with the total composition CH12NO4 in a non-equilibrium geometry, computed with the ωB97M-V functional and the def2-TZVPD basis.

Cartesian coordinates (Å):
C: -2.91 -0.69 -0.60
N: -1.91 0.14 -1.01
H: -3.52 -1.17 -1.35
H: -2.74 -1.16 0.36
H: -1.34 0.60 -0.32
H: -1.84 0.54 -1.92
H: 1.08 2.98 3.66
H: 1.13 3.27 2.13
O: 0.81 2.64 2.79
H: 0.43 -2.40 -4.99
H: 0.47 -0.99 -5.54
O: 0.20 -1.51 -4.78
H: 2.75 -3.35 3.51
H: 2.27 -1.88 3.70
O: 3.04 -2.46 3.59
H: 0.94 1.54 0.93
H: 0.78 2.31 -0.31
O: 0.37 1.57 0.14

Calculated values
Frontier orbital gap (alpha / beta), eV: 5.7 / 10.3
Energy relative to the best compared isomer or geometry (same formula, charge and spin), kJ/mol: 11.9
Spin multiplicity: 2

***

Entry 10:
A molecular structure, C4H3NiO2 in a non-equilibrium geometry, computed with the ωB97M-V functional and the def2-TZVPD basis.

Cartesian coordinates (Å):
H: -0.54 -1.60 0.04
O: -2.49 -1.12 -0.03
C: -1.29 -0.79 -0.12
C: -0.81 0.58 -0.28
C: 0.50 0.79 -0.23
C: 1.76 0.79 -0.09
O: 2.89 0.64 0.23
Ni: 4.53 0.00 0.12
H: -3.01 -0.67 0.67
H: -1.54 1.40 -0.31

Calculated values
Frontier orbital gap (alpha / beta), eV: 7.8 / 6.3
Net charge: +3
Spin multiplicity: 3

***

Entry 11:
A single C23H43NO7S molecule in a non-equilibrium geometry, computed with the ωB97M-V functional and the def2-TZVPD basis.

Cartesian coordinates (Å):
C: 0.49 3.69 2.05
C: -0.40 2.87 1.34
C: -1.35 1.74 1.99
C: -2.82 2.36 2.01
N: -2.70 3.85 2.18
O: -3.69 2.13 0.90
S: -2.92 1.90 -0.56
O: -3.97 2.18 -1.63
O: -2.55 0.31 -0.65
C: -1.32 -0.14 -0.03
C: 0.02 0.26 -0.83
C: -0.18 0.65 -2.36
C: 1.08 1.58 -2.76
O: 2.27 0.80 -3.07
C: -1.54 -1.75 -0.15
C: -1.25 -2.38 -1.58
C: -2.39 -2.17 -2.68
C: -1.80 -2.32 -4.19
C: -1.92 -0.93 -5.03
C: -1.15 0.23 1.54
C: 0.24 -0.46 2.08
C: 1.43 0.52 2.42
C: 2.76 -0.35 2.76
C: 3.35 -1.12 1.50
C: 4.94 -1.14 1.40
O: 5.27 -2.16 0.38
C: 6.20 -1.63 -0.55
C: 5.83 -1.05 -1.98
O: 7.40 -1.61 -0.22
C: -2.23 -0.61 2.43
O: -3.57 -0.62 1.94
C: -4.56 -0.77 2.98
H: 0.26 4.13 3.07
H: 1.48 3.94 1.54
H: -0.42 3.00 0.20
H: -1.02 1.75 3.10
H: -3.35 1.97 2.95
H: -2.93 4.09 3.15
H: -3.33 4.33 1.52
H: 0.70 -0.67 -0.82
H: 0.64 1.07 -0.34
H: -1.10 1.27 -2.60
H: -0.12 -0.24 -3.08
H: 0.85 2.25 -3.66
H: 1.38 2.30 -1.92
H: 2.94 0.87 -2.36
H: -2.66 -1.97 0.03
H: -0.98 -2.35 0.62
H: -1.20 -3.52 -1.42
H: -0.25 -2.11 -2.06
H: -2.94 -1.19 -2.64
H: -3.14 -3.03 -2.57
H: -0.68 -2.58 -4.18
H: -2.30 -3.18 -4.76
H: -2.72 -1.01 -5.84
H: -0.90 -0.73 -5.51
H: -2.17 -0.09 -4.30
H: 0.06 -1.07 3.03
H: 0.65 -1.22 1.33
H: 1.17 1.19 3.30
H: 1.75 1.20 1.55
H: 2.43 -1.07 3.59
H: 3.53 0.37 3.21
H: 2.98 -2.21 1.59
H: 2.88 -0.74 0.52
H: 5.42 -1.49 2.36
H: 5.29 -0.10 1.07
H: 4.80 -1.39 -2.34
H: 6.58 -1.48 -2.72
H: 5.94 0.09 -2.03
H: -1.91 -1.71 2.55
H: -2.23 -0.09 3.46
H: -4.16 -1.54 3.72
H: -5.53 -1.10 2.51
H: -4.69 0.23 3.54

Calculated values
Frontier orbital gap, eV: 9.1
Energy relative to the best compared isomer or geometry (same formula, charge and spin), kJ/mol: 541.2
Spin multiplicity: 1

***

Entry 12:
A molecular structure, C32H37ClN2RuSi2 in a non-equilibrium geometry, computed with the ωB97M-V functional and the def2-TZVPD basis.

Cartesian coordinates (Å):
C: -0.25 0.26 1.43
C: 1.19 0.43 1.43
C: 1.48 1.76 0.99
H: 1.92 -0.31 1.76
C: 0.24 2.42 0.71
C: -0.83 1.52 1.00
H: -1.89 1.74 0.98
H: -0.80 -0.60 1.80
H: 2.47 2.20 0.91
H: 0.13 3.44 0.34
Ru: 0.33 0.58 -0.57
Si: 4.89 3.32 -3.42
C: 6.01 2.36 -4.57
C: 5.66 2.16 -5.92
H: 4.73 2.59 -6.31
C: 6.48 1.41 -6.76
H: 6.18 1.25 -7.80
C: 7.67 0.86 -6.28
H: 8.32 0.28 -6.95
C: 8.03 1.05 -4.94
H: 8.95 0.62 -4.55
C: 7.20 1.79 -4.08
H: 7.48 1.93 -3.03
C: 4.45 4.84 -4.41
C: 5.45 5.82 -4.62
H: 6.43 5.68 -4.18
C: 5.17 6.96 -5.38
H: 5.95 7.70 -5.55
C: 3.89 7.16 -5.92
H: 3.66 8.07 -6.50
C: 2.90 6.19 -5.72
H: 1.89 6.34 -6.12
C: 3.20 5.03 -5.01
H: 2.42 4.27 -4.91
H: 5.59 3.62 -2.16
Si: 2.77 1.76 -3.76
C: 2.16 3.18 -2.57
C: 2.89 3.72 -1.48
H: 3.76 3.22 -1.04
C: 2.54 4.96 -0.93
H: 3.19 5.41 -0.18
C: 1.39 5.62 -1.36
H: 1.15 6.61 -0.96
C: 0.55 5.00 -2.29
H: -0.38 5.48 -2.59
C: 0.91 3.77 -2.85
H: 0.23 3.29 -3.56
C: 3.88 0.53 -2.82
C: 4.13 0.56 -1.44
H: 3.56 1.23 -0.78
C: 5.15 -0.22 -0.88
H: 5.42 -0.09 0.17
C: 5.81 -1.17 -1.67
H: 6.60 -1.78 -1.24
C: 5.44 -1.33 -3.00
H: 5.92 -2.10 -3.61
C: 4.47 -0.50 -3.57
H: 4.20 -0.62 -4.63
H: 2.25 1.52 -5.11
Cl: 0.90 0.49 -3.25
N: -1.55 0.61 -1.62
C: -2.43 -0.60 -1.62
C: -1.75 -1.85 -1.11
C: -0.41 -2.16 -1.75
N: 0.69 -1.48 -1.00
H: -1.28 0.84 -2.58
H: -2.10 1.41 -1.31
H: -3.30 -0.37 -1.00
H: -2.79 -0.74 -2.65
H: -1.67 -1.79 -0.01
H: -2.42 -2.69 -1.32
H: -0.22 -3.23 -1.70
H: -0.35 -1.84 -2.80
H: 0.88 -2.00 -0.15
H: 1.56 -1.51 -1.54

Calculated values
Frontier orbital gap (alpha / beta), eV: 5.9 / 6.4
Net charge: +1
Energy relative to the best compared isomer or geometry (same formula, charge and spin), kJ/mol: 0.0
Spin multiplicity: 6